# 1
Density functional theory data (ωB97M-V/def2-TZVPD) for a cluster of 2 separate species, C9H13Cl3N2 in total.

Output
Total energy = -50089.876 eV
Max |F| = 5.5 eV/Å
E_LUMO = 0.3 eV
Highest occupied orbital energy = -11.03 eV
SMILES = CCCC[C@H](C#N)CC#N.ClC(Cl)Cl
Frontier orbital gap = 11.29 eV

ORCA input file:
```
! wB97M-V def2-TZVPD RIJCOSX def2/J DEFGRID3
* xyz 0 1
C -0.90 2.05 2.92
C -1.74 1.40 1.74
C -1.78 -0.16 1.78
C -1.13 -0.87 0.53
C 0.43 -0.85 0.49
C 1.08 -0.40 1.79
N 1.57 -0.16 2.76
C 1.08 -0.04 -0.68
C 0.28 1.13 -1.18
N -0.42 1.88 -1.62
H -1.56 2.63 3.59
H -0.43 1.28 3.56
H -0.14 2.72 2.48
H -2.78 1.75 1.93
H -1.46 1.83 0.76
H -1.41 -0.57 2.74
H -2.86 -0.45 1.73
H -1.62 -0.51 -0.39
H -1.43 -1.93 0.63
H 0.77 -1.90 0.36
H 1.36 -0.72 -1.51
H 2.04 0.38 -0.29
Cl 2.65 -0.12 -4.27
C 2.11 -1.68 -4.88
Cl 3.31 -2.38 -5.97
Cl 1.77 -2.79 -3.55
H 1.19 -1.53 -5.44
*
```

# 2
Density functional theory data (ωB97M-V/def2-TZVPD) for a cluster of 2 separate species, C9H13ClN2O2 in total.

Output
Total energy = -29139.776 eV
Max |F| = 4.7 eV/Å
E_LUMO = 0.5 eV
Highest occupied orbital energy = -9.06 eV
SMILES = C/C(Cl)=C\N=C=O.CC(C)(C)N=C=O
Frontier orbital gap = 9.54 eV

ORCA input file:
```
! wB97M-V def2-TZVPD RIJCOSX def2/J DEFGRID3
* xyz 0 1
C 2.59 -0.31 -0.83
C 2.69 -0.63 0.66
Cl 1.89 -1.93 1.50
C 3.44 0.15 1.44
N 4.18 1.26 1.04
C 4.01 2.09 0.19
O 4.19 2.96 -0.58
H 2.28 -1.29 -1.41
H 3.57 0.14 -1.16
H 1.87 0.41 -0.91
H 3.73 -0.25 2.52
C -3.45 0.38 -0.26
C -2.11 -0.27 -0.20
C -1.63 -0.39 -1.65
C -2.13 -1.61 0.61
N -1.20 0.58 0.48
C -0.96 1.60 0.99
O -0.55 2.55 1.53
H -4.03 -0.21 -0.97
H -3.91 0.32 0.74
H -3.46 1.34 -0.52
H -1.96 0.48 -2.19
H -2.21 -1.34 -1.94
H -0.55 -0.53 -1.60
H -1.18 -2.07 0.50
H -2.13 -1.27 1.65
H -2.99 -2.15 0.35
*
```